(1)
Computed, not measured: 9 unconnected molecules or ions with the total composition C38H72ClNO10, with wB97M-V/def2-TZVPD.

The geometry in XYZ format:
```
122
C38H72ClNO10 wB97M-V/def2-TZVPD
O 1.05900 -4.66090 -0.21735
C 0.34396 -3.83742 -0.66981
Cl -1.25851 -3.54402 0.11647
C 0.61440 -2.96552 -1.86568
C 1.48757 -1.73454 -1.57220
C 1.17917 -0.97077 -0.23786
C 2.51092 -1.01306 0.54021
C 3.26497 -2.12413 -0.15200
O 3.93174 -2.97580 0.35368
N 2.93500 -2.06498 -1.56985
H -0.31221 -2.63848 -2.33044
H 1.15469 -3.59652 -2.57295
H 1.30360 -1.04584 -2.39386
H 0.93658 0.05767 -0.49823
H 0.37372 -1.41873 0.33513
H 3.05008 -0.07467 0.39455
H 2.35927 -1.18695 1.60322
H 3.39693 -1.21721 -1.89922
C -0.52499 2.76583 -3.65144
C -0.00461 2.09744 -4.92360
C 1.27083 1.42859 -4.42634
O 1.03577 1.09369 -3.05570
C -0.15791 1.73970 -2.59266
H -1.59231 2.97999 -3.67539
H -0.00104 3.70369 -3.46924
H -0.71258 1.34176 -5.27149
H 0.17673 2.79407 -5.74125
H 2.12523 2.11190 -4.48190
H 1.52024 0.51840 -4.97446
H -0.94576 0.98300 -2.48385
H 0.02874 2.18326 -1.61734
C 1.49369 7.72604 -3.88325
C 0.41079 8.31891 -2.98431
C -0.80219 7.48770 -3.38052
O -0.30212 6.19878 -3.74125
C 1.12076 6.24991 -3.87554
H 2.50628 7.90364 -3.52454
H 1.41116 8.13333 -4.89298
H 0.65889 8.15186 -1.93403
H 0.25435 9.38625 -3.13303
H -1.31872 7.92381 -4.24210
H -1.52309 7.36957 -2.56983
H 1.57821 5.73053 -3.02612
H 1.40478 5.73018 -4.79188
C 1.21922 -1.64177 5.83971
C 0.84073 -0.20179 5.49811
C 1.20276 -0.13121 4.02227
O 0.98820 -1.44233 3.49740
C 0.80725 -2.37326 4.56878
H 0.71428 -2.02710 6.72408
H 2.29722 -1.72457 5.99527
H -0.23332 -0.05726 5.63330
H 1.36475 0.54294 6.09611
H 2.25430 0.14407 3.87997
H 0.58425 0.57527 3.46444
H -0.24679 -2.66683 4.60769
H 1.40727 -3.26042 4.36491
C -4.30585 2.16224 5.04800
C -3.74629 1.59005 3.74671
C -2.55102 0.79534 4.25498
O -2.89712 0.33745 5.56185
C -4.07693 1.00549 6.01302
H -5.35313 2.45422 4.98414
H -3.72521 3.03406 5.35709
H -4.47555 0.92296 3.28205
H -3.46536 2.35042 3.01894
H -1.65909 1.42914 4.32693
H -2.31081 -0.06560 3.62873
H -4.91534 0.30128 5.99280
H -3.92344 1.32992 7.04272
C -3.74810 4.78861 -0.47360
C -3.55555 4.04441 0.84679
C -2.49960 3.01408 0.46501
O -1.69858 3.62361 -0.54813
C -2.32618 4.81827 -1.01857
H -4.17316 5.78437 -0.35558
H -4.39775 4.21593 -1.13901
H -3.16542 4.72308 1.60859
H -4.46826 3.58930 1.22945
H -2.96075 2.10662 0.05856
H -1.85441 2.72812 1.29752
H -1.77272 5.68369 -0.63624
H -2.27488 4.83549 -2.10789
C -0.27265 -7.75532 -0.26381
C -0.48757 -9.22640 -0.61342
C -1.36184 -9.69083 0.54428
O -2.14467 -8.56195 0.93201
C -1.63075 -7.37938 0.31321
H 0.00837 -7.13802 -1.11502
H 0.50370 -7.65262 0.49618
H -1.03017 -9.31591 -1.55728
H 0.43725 -9.79587 -0.69598
H -0.75161 -10.01247 1.39553
H -2.03350 -10.50728 0.27440
H -2.32281 -7.06393 -0.47630
H -1.57340 -6.58530 1.05761
C 7.53309 -0.91450 3.43750
C 7.20156 -1.70431 2.17302
C 6.07261 -0.87198 1.58380
O 6.33436 0.48481 1.96099
C 7.35673 0.52028 2.95629
H 8.53255 -1.10702 3.82554
H 6.81033 -1.14231 4.22404
H 8.06016 -1.71439 1.49807
H 6.90213 -2.73367 2.36138
H 5.10546 -1.17733 1.99210
H 6.02221 -0.93565 0.49613
H 8.28092 0.90251 2.50829
H 7.05075 1.20447 3.74928
C -3.99778 -1.05073 -4.28100
C -3.86602 -1.72345 -2.91599
C -2.92287 -2.87574 -3.23278
O -2.06884 -2.41360 -4.28429
C -2.58364 -1.19757 -4.82800
H -4.31987 -0.01136 -4.22810
H -4.70621 -1.59788 -4.90630
H -3.39959 -1.03923 -2.20251
H -4.81292 -2.05982 -2.49664
H -3.47002 -3.75986 -3.57582
H -2.30250 -3.15317 -2.38332
H -1.94816 -0.36540 -4.50310
H -2.54640 -1.25608 -5.91659
```

Calculated values
SMILES ... O=C(Cl)C[C@H]1CCC(=O)N1.C1CCOC1.C1CCOC1.C1CCOC1.C1CCOC1.C1CCOC1.C1CCOC1.C1CCOC1.C1CCOC1
Net charge ... 0
LUMO energy ... 0.44 eV

---

(2)
Computed, not measured: a molecular structure, C38H72F6O16S2V in a non-equilibrium geometry, with wB97M-V/def2-TZVPD.

The geometry in XYZ format:
```
135
C38H72F6O16S2V wB97M-V/def2-TZVPD
O -0.91261 -3.68275 -1.68335
V 0.58204 -3.64721 -2.18132
C 0.15597 0.56812 -0.21687
F 0.10882 1.24261 0.92629
F -0.97342 0.70537 -0.87959
F 1.18777 1.03712 -0.92747
S 0.53707 -1.23804 0.16138
O 1.66518 -1.25286 1.06538
O -0.70353 -1.77262 0.67907
O 0.94231 -1.86624 -1.14737
C 3.92246 -3.52252 -5.21974
F 4.60605 -4.33982 -5.98237
F 4.62831 -2.42766 -5.00537
F 2.78625 -3.19162 -5.81308
S 3.52917 -4.41194 -3.59100
O 2.94913 -5.67733 -4.01829
O 4.74550 -4.55050 -2.82960
O 2.49855 -3.54925 -2.95160
C 1.71154 -4.40876 2.08618
C 3.13856 -4.54546 1.48218
C 2.92241 -4.44466 -0.05385
O 1.49368 -4.32650 -0.22936
C 0.85106 -4.86373 0.92398
H 1.55664 -3.38358 2.40931
H 1.53457 -5.09393 2.91456
H 3.51616 -5.53810 1.71824
H 3.76672 -3.76700 1.90636
H 3.27656 -5.38658 -0.47619
H 3.43824 -3.63262 -0.55549
H 0.82949 -5.95678 0.88334
H -0.18679 -4.56404 1.07515
C 0.62291 6.60473 -1.67788
C 1.76551 5.61298 -1.52997
C 1.13487 4.29012 -1.94481
O -0.00660 4.58443 -2.75002
C -0.24099 5.99419 -2.78983
H 0.88995 7.62694 -1.94137
H 0.02270 6.65328 -0.76477
H 2.23671 5.57393 -0.55086
H 2.52864 5.86031 -2.27408
H 0.70079 3.81022 -1.05798
H 1.85902 3.63100 -2.42244
H -1.31686 6.15865 -2.71603
H 0.04924 6.39555 -3.76797
C 2.43862 2.38513 3.44360
C 3.06731 3.49615 4.25330
C 4.16274 3.99408 3.32682
O 3.51995 4.01770 2.04500
C 2.56467 2.95738 2.00182
H 1.40634 2.14393 3.68581
H 3.03396 1.47215 3.49722
H 3.46292 3.23488 5.23694
H 2.32239 4.27972 4.40968
H 5.07395 3.38651 3.31900
H 4.51416 5.00164 3.55501
H 2.88589 2.12576 1.37203
H 1.59952 3.34421 1.67625
C -1.49271 -0.01097 -4.21381
C -0.03030 0.41588 -4.09517
C 0.75292 -0.90228 -4.12842
O -0.16632 -1.86588 -3.57065
C -1.49932 -1.50607 -4.01400
H -1.86432 0.26298 -5.20003
H -2.06621 0.52526 -3.46017
H 0.13621 0.94503 -3.16142
H 0.33617 1.03873 -4.91102
H 1.62033 -0.86784 -3.47079
H 1.03754 -1.21691 -5.13382
H -2.25623 -1.93317 -3.35773
H -1.65113 -1.99309 -4.98445
C -0.83234 -3.77109 5.00087
C -1.06233 -2.45768 4.25347
C -2.27907 -2.83390 3.38815
O -2.95508 -3.87775 4.07471
C -2.24053 -4.25296 5.25486
H -0.26862 -3.57956 5.91851
H -0.24885 -4.49372 4.42770
H -0.20329 -2.09894 3.69043
H -1.34345 -1.73441 5.02229
H -1.92792 -3.12823 2.39933
H -2.91281 -1.94400 3.35645
H -2.29758 -5.33703 5.36278
H -2.69404 -3.79547 6.14031
C 5.48261 -0.96250 -1.91561
C 4.29070 -0.52589 -1.06934
C 4.76392 -0.69606 0.36819
O 6.19124 -0.63754 0.32864
C 6.67128 -0.57940 -1.00894
H 5.55644 -0.39381 -2.84350
H 5.43816 -2.02203 -2.14167
H 3.36010 -1.08889 -1.20977
H 3.97165 0.50076 -1.26776
H 4.50795 -1.66101 0.80914
H 4.30862 0.09298 0.97062
H 7.44207 -1.33939 -1.14951
H 7.08179 0.40745 -1.22682
C -5.14906 -0.78256 0.10674
C -5.89349 -0.74831 -1.22463
C -5.38312 -2.03890 -1.81894
O -4.01149 -2.10647 -1.46849
C -3.79591 -1.44729 -0.22805
H -5.71274 -1.36799 0.83829
H -5.03489 0.19283 0.58563
H -5.61349 0.13546 -1.79927
H -6.97034 -0.78643 -1.06273
H -5.46722 -2.14404 -2.90252
H -5.92728 -2.89768 -1.40243
H -3.05159 -0.65382 -0.31372
H -3.51065 -2.11779 0.58353
C -2.78816 3.59236 -0.76516
C -4.32181 3.64985 -0.61509
C -4.72725 3.81277 -2.08197
O -3.79768 3.03153 -2.83956
C -2.67421 2.72934 -2.00587
H -2.33020 3.11113 0.10140
H -2.33471 4.57838 -0.87290
H -4.66545 4.46845 0.01980
H -4.71244 2.75431 -0.12799
H -4.59015 4.85294 -2.39351
H -5.73146 3.46299 -2.31981
H -1.74310 2.81285 -2.56475
H -2.84176 1.68711 -1.71133
C -3.86605 1.46393 2.88937
C -2.46603 0.89001 2.59894
C -1.69937 1.16749 3.89490
O -2.65482 1.40825 4.90402
C -3.79904 2.00406 4.31751
H -4.64952 0.71583 2.76470
H -4.14198 2.29033 2.22899
H -1.99857 1.45097 1.79477
H -2.54135 -0.15732 2.31629
H -0.97381 1.98265 3.80275
H -1.11653 0.28480 4.16837
H -3.68960 3.09654 4.34673
H -4.68317 1.79315 4.91999
```

Calculated values
Multiplicity ... 2
Net charge ... 0
LUMO energy (alpha / beta) ... -2.05 / -1.59 eV
Relative energy (zero: lowest compared OMol25 entry of this formula, charge and spin) ... 0.316 eV

---

no.,electronic energy (eV)
1,-75058.19844
2,-136993.97940